1.
Formula: C3H11N3
Source: OMol25
Level of theory: the ωB97M-V functional and the def2-TZVPD basis

Each line ends with the Mulliken charge.
Element x y z (Å)
1 C 0.34371 -0.61177 -1.74710  -0.9975
2 C -0.90153 -0.63565 -0.90650  0.1769
3 N -1.12165 -1.37603 0.17214  -0.5979
4 N -0.03538 -1.90398 0.81777  -0.3386
5 H 1.23920 -0.83339 -1.16708  0.2571
6 H 0.23907 -1.34003 -2.55479  0.3334
7 H 0.45244 0.38085 -2.19306  0.2763
8 H -1.80805 -0.26907 -1.41262  0.3669
9 H 0.90745 -1.53355 0.69837  0.1958
10 H 0.11656 -2.89150 0.60673  0.2652
11 C 0.64706 1.68726 1.15957  -0.7691
12 N -0.69034 1.44419 0.63887  -0.5065
13 H 0.66073 1.56757 2.24597  0.2966
14 H 0.99746 2.68760 0.89384  0.3311
15 H 1.35259 0.96401 0.74426  0.1963
16 H -1.33644 2.14694 0.99866  0.2266
17 H -1.06287 0.51656 1.00499  0.2875

Properties
E = -285.07855 a.u.
ΔE to the lowest compared entry with this formula, charge and spin = 2.701 eV
frontier orbital gap = 9.330 eV
SMILES = C/C=N\N.CN
HOMO energy = -8.32 eV



2.
Formula: C5H10O
Source: OMol25
Level of theory: the ωB97M-V functional and the def2-TZVPD basis

Each line ends with the Mulliken charge.
Element x y z (Å)
1 C -1.21410 -0.90746 -1.32834  -1.4477
2 C -0.51803 -0.31908 0.55503  0.2634
3 C 0.85894 -0.65971 0.73989  -0.8482
4 C 1.67605 0.59196 0.52173  -0.3866
5 O 0.75155 1.53340 -0.03044  -0.3921
6 C -0.54001 1.18446 0.40747  -0.5169
7 H -1.10688 -1.97151 -1.57300  0.4282
8 H -2.26583 -0.67888 -1.14125  0.4127
9 H -0.82163 -0.27443 -2.13128  0.3170
10 H -1.33054 -0.83909 1.05542  0.4524
11 H 1.19164 -1.54696 1.26255  0.4592
12 H 0.02355 -0.91549 -0.44537  0.1538
13 H 2.49701 0.50093 -0.20018  0.2500
14 H 2.10157 0.98062 1.46459  0.2414
15 H -0.75866 1.59188 1.41063  0.2578
16 H -1.26789 1.57580 -0.30668  0.3556

Properties
E = -271.54914 a.u.
ΔE to the lowest compared entry with this formula, charge and spin = 5.537 eV
frontier orbital gap = 7.847 eV
HOMO energy = -6.88 eV